No. 1
A single C3H6N2 molecule in a non-equilibrium geometry. Source: OMol25; level of theory: ωB97M-V/def2-TZVPD.

Each line ends with the Löwdin charge.
Positions of all 11 atoms, in Å:
1 C -0.138 -1.739 0.548  -0.05
2 N -0.776 -0.653 0.726  -0.09
3 N -0.920 0.277 -0.305  -0.12
4 C -0.124 1.564 0.068  -0.15
5 C 0.544 0.549 -0.799  -0.16
6 H 0.457 -1.984 -0.298  0.06
7 H -0.098 -2.470 1.280  0.04
8 H -0.031 1.400 1.234  0.12
9 H -0.767 2.495 -0.189  0.12
10 H 0.616 0.755 -1.979  0.14
11 H 1.237 -0.193 -0.288  0.09

- DFT total energy (eV) = -6184.382
- energy relative to the best compared isomer or geometry (same formula, charge and spin) (kJ/mol) = 401.7
- SMILES = C=NN1CC1



No. 2
A molecular structure, C34H35N4O4PS2W in a non-equilibrium geometry. Source: OMol25; level of theory: ωB97M-V/def2-TZVPD.

Each line ends with the Löwdin charge.
Positions of all 81 atoms, in Å:
1 W -0.482 -0.637 0.427  1.48
2 C 0.988 0.175 4.489  0.03
3 C 2.074 0.905 4.249  0.00
4 C 2.286 1.432 2.918  0.07
5 C 1.510 1.046 1.892  -0.22
6 N 0.504 0.098 2.040  -0.09
7 C 0.041 -0.152 3.400  -0.22
8 C 1.583 1.572 0.543  -0.18
9 C 2.389 2.614 0.126  0.05
10 C 2.322 3.021 -1.188  0.04
11 C 1.504 2.327 -2.077  0.05
12 C 0.757 1.280 -1.614  -0.18
13 N 0.736 0.959 -0.305  -0.02
14 C 0.021 0.334 -2.467  -0.21
15 C 0.009 0.408 -3.836  0.05
16 C -0.581 -0.615 -4.572  0.03
17 C -1.147 -1.670 -3.895  0.00
18 C -1.128 -1.667 -2.515  -0.14
19 N -0.549 -0.691 -1.803  -0.07
20 H 0.735 -0.196 5.476  0.14
21 H 2.773 1.146 5.041  0.14
22 H 3.075 2.158 2.754  0.13
23 H -0.325 -1.156 3.489  0.15
24 H 3.049 3.108 0.825  0.14
25 H 2.920 3.854 -1.536  0.14
26 H 1.488 2.593 -3.126  0.13
27 H 0.481 1.242 -4.338  0.13
28 H -0.586 -0.580 -5.655  0.14
29 H -1.621 -2.493 -4.416  0.14
30 H -1.593 -2.458 -1.962  0.05
31 C 1.089 -6.746 -1.515  -0.05
32 C -0.043 -5.764 -1.648  -0.18
33 O 0.419 -4.369 -1.341  -0.30
34 P 0.355 -3.690 0.043  -0.02
35 S 1.539 -2.045 0.010  0.49
36 S -1.488 -2.919 0.454  0.50
37 O 0.782 -4.759 1.075  -0.28
38 C 0.812 -4.581 2.544  -0.22
39 C 0.234 -5.813 3.185  -0.04
40 H 0.719 -7.731 -1.809  0.10
41 H 1.455 -6.812 -0.491  0.08
42 H 1.915 -6.482 -2.178  0.10
43 H -0.889 -5.988 -0.998  0.12
44 H -0.391 -5.685 -2.670  0.12
45 H 0.244 -3.688 2.793  0.08
46 H 1.855 -4.428 2.798  0.13
47 H -0.815 -5.946 2.913  0.09
48 H 0.304 -5.717 4.270  0.10
49 H 0.796 -6.699 2.885  0.10
50 C -6.187 -3.138 -0.197  -0.03
51 C -5.284 -2.106 -0.841  -0.19
52 C -5.279 -2.021 -2.231  -0.01
53 C -4.508 -1.080 -2.887  -0.05
54 C -3.690 -0.256 -2.143  -0.07
55 C -3.643 -0.357 -0.757  -0.22
56 N -2.676 0.588 -0.149  0.03
57 C -3.281 1.487 0.853  -0.16
58 C -4.183 2.428 0.410  0.03
59 C -4.758 3.327 1.308  0.01
60 C -4.417 3.312 2.656  -0.01
61 C -3.493 2.393 3.107  0.05
62 C -2.948 1.472 2.214  -0.10
63 C -1.981 0.510 2.615  -0.38
64 O -1.144 0.749 3.557  0.17
65 O -1.851 -0.563 1.945  -0.24
66 C -4.473 -1.248 -0.062  -0.16
67 C -4.570 -1.347 1.449  -0.01
68 H -6.696 -3.723 -0.961  0.09
69 H -6.960 -2.676 0.422  0.10
70 H -5.626 -3.828 0.440  0.09
71 H -5.923 -2.680 -2.802  0.13
72 H -4.559 -0.976 -3.965  0.13
73 H -3.101 0.510 -2.648  0.12
74 H -2.453 1.192 -0.925  0.10
75 H -4.457 2.460 -0.640  0.14
76 H -5.474 4.053 0.941  0.13
77 H -4.868 4.015 3.344  0.13
78 H -3.205 2.361 4.153  0.14
79 H -4.573 -0.371 1.931  0.08
80 H -3.765 -1.946 1.881  0.06
81 H -5.498 -1.828 1.733  0.08

- DFT total energy (eV) = -82741.257
- 2S+1 = 2
- total charge = +3



No. 3
A molecular structure, C10H29F2HfNO7 in a non-equilibrium geometry. Source: OMol25; level of theory: ωB97M-V/def2-TZVPD.

Each line ends with the Löwdin charge.
Positions of all 50 atoms, in Å:
1 Hf -0.342 0.765 -0.332  2.13
2 F -0.983 0.626 -2.629  -0.52
3 F 1.310 0.476 1.270  -0.46
4 C -0.670 -3.818 0.267  -0.04
5 C 0.337 -2.691 0.122  -0.40
6 C 1.710 -3.082 -0.399  -0.13
7 O 2.569 -3.291 0.789  -0.17
8 C 3.987 -3.258 0.547  -0.09
9 N -0.330 -1.767 -0.794  -0.01
10 H -1.605 -3.446 0.685  0.08
11 H -0.190 -4.631 0.812  0.11
12 H -0.948 -4.276 -0.682  0.10
13 H 0.363 -2.338 1.153  0.13
14 H 2.111 -2.397 -1.146  0.10
15 H 1.656 -4.034 -0.928  0.14
16 H 4.373 -2.368 0.050  0.07
17 H 4.195 -4.021 -0.203  0.09
18 H 4.732 -3.311 1.341  0.10
19 H -1.314 -1.997 -0.794  0.08
20 H -0.277 -2.224 -1.693  0.12
21 C 2.595 2.325 -0.996  -0.17
22 C 2.697 1.085 -1.931  -0.11
23 O 1.654 0.168 -1.483  -0.20
24 O 1.244 2.665 -0.804  -0.13
25 H 3.135 3.176 -1.410  0.15
26 H 3.110 2.130 -0.055  0.13
27 H 3.647 0.555 -1.867  0.14
28 H 2.687 1.391 -2.977  0.14
29 H 1.711 -0.510 -2.160  0.10
30 H 1.083 3.568 -1.087  0.13
31 C -1.982 3.757 0.048  -0.17
32 C -0.985 3.680 1.202  -0.17
33 O -0.750 2.312 1.464  -0.14
34 O -1.786 2.816 -1.033  -0.13
35 H -2.043 4.772 -0.344  0.15
36 H -2.948 3.551 0.510  0.12
37 H -1.402 4.160 2.087  0.16
38 H -0.097 4.140 0.767  0.12
39 H -0.794 2.263 2.422  0.14
40 H -2.299 2.950 -1.833  0.13
41 C -2.799 -0.454 1.834  -0.12
42 C -3.494 0.566 0.868  -0.19
43 O -2.896 0.464 -0.408  -0.11
44 O -1.367 -0.433 1.586  -0.18
45 H -3.122 -1.462 1.576  0.12
46 H -2.929 -0.392 2.915  0.15
47 H -3.491 1.536 1.366  0.11
48 H -4.560 0.350 0.940  0.15
49 H -3.618 0.735 -0.979  0.14
50 H -0.887 -0.779 2.343  0.12

- DFT total energy (eV) = -33390.625
- energy relative to the best compared isomer or geometry (same formula, charge and spin) (kJ/mol) = 289.7
- total charge = +2



No. 4
9 unconnected molecules or ions with the total composition C7H28O9 in a non-equilibrium geometry. Source: OMol25; level of theory: ωB97M-V/def2-TZVPD.

Each line ends with the Löwdin charge.
Positions of all 44 atoms, in Å:
1 C -1.855 -3.016 -1.376  0.03
2 C -2.019 -1.781 -0.983  -0.38
3 C -3.354 -1.104 -1.320  -0.06
4 C -0.932 -0.876 -0.377  -0.16
5 C -0.962 -0.675 1.158  -0.14
6 C -1.234 0.760 1.452  -0.19
7 C -2.538 1.357 1.092  -0.28
8 O -3.357 1.582 1.970  0.05
9 H -2.428 -3.549 -2.099  0.07
10 H -0.998 -3.599 -1.092  0.05
11 H -3.519 0.034 -1.072  0.09
12 H -3.555 -1.240 -2.429  0.09
13 H -4.203 -1.620 -0.793  0.09
14 H -0.036 -1.175 -0.927  0.08
15 H -1.208 0.096 -0.883  0.10
16 H -1.863 -1.316 1.382  0.15
17 H -0.084 -1.025 1.611  0.07
18 H -1.188 1.002 2.532  0.14
19 H -0.705 1.554 0.819  0.13
20 H -2.795 1.615 0.110  0.09
21 O 2.301 3.029 -0.828  -0.02
22 H 2.223 3.632 -0.151  -0.03
23 H 2.341 2.134 -0.528  0.00
24 O 0.080 -0.546 -3.677  -0.09
25 H -0.623 -0.650 -2.926  0.06
26 H 0.238 0.394 -3.687  -0.01
27 O 2.181 -2.622 -1.343  -0.02
28 H 1.305 -2.928 -1.116  0.03
29 H 2.228 -2.630 -2.273  0.03
30 O 1.574 -2.963 2.760  -0.07
31 H 1.558 -2.594 3.647  0.04
32 H 1.890 -2.190 2.237  -0.01
33 O 3.056 1.652 1.255  -0.05
34 H 3.981 1.508 1.355  0.04
35 H 2.671 1.189 2.029  0.07
36 O 3.153 -1.249 1.048  -0.13
37 H 3.075 -1.293 -0.003  0.09
38 H 3.117 -2.236 1.026  0.04
39 O -0.480 2.160 -2.503  -0.05
40 H -0.980 2.922 -2.331  0.01
41 H 0.476 2.381 -2.369  0.05
42 O 0.722 3.372 2.107  -0.03
43 H 1.469 3.850 1.774  0.01
44 H 0.776 2.434 1.934  -0.01

- DFT total energy (eV) = -26137.861
- energy relative to the best compared isomer or geometry (same formula, charge and spin) (kJ/mol) = 346.1
- SMILES = C=C(C)CCCC=O.O.O.O.O.O.O.O.O